The following is a quantum chemistry calculation of a 9-piece molecular cluster, C5H30N2O8S overall, from the OMol25 dataset.

SMILES: NCCNCCCS.O.O.O.O.O.O.O.O

ORCA input file:
```
! RIJCOSX wB97M-V def2-TZVPD def2/J DEFGRID3
* xyz 0 1
N 0.864 -0.819 2.976
C 0.146 -1.963 2.425
C -0.777 -1.639 1.257
N -0.025 -1.264 0.057
C -0.916 -0.711 -0.965
C -0.185 -0.298 -2.238
C 0.522 1.045 -2.175
S -0.630 2.467 -2.189
H 1.624 -0.519 2.368
H 0.235 -0.031 3.076
H 0.885 -2.712 2.132
H -0.455 -2.414 3.220
H -1.457 -0.836 1.571
H -1.371 -2.520 1.016
H 0.667 -0.563 0.290
H -1.504 0.132 -0.584
H -1.656 -1.470 -1.221
H -0.897 -0.334 -3.062
H 0.567 -1.056 -2.465
H 1.171 1.137 -1.308
H 1.171 1.150 -3.044
H -0.235 3.032 -1.044
O 3.537 -0.439 -1.821
H 3.220 -1.291 -1.447
H 4.492 -0.550 -1.923
O -0.889 -3.936 -1.333
H -0.202 -4.490 -1.711
H -0.410 -3.217 -0.882
O -3.781 2.559 -1.645
H -3.121 2.017 -2.097
H -3.556 3.459 -1.926
O 1.180 2.677 0.885
H 1.691 3.273 1.450
H 0.384 2.434 1.412
O 2.639 -2.510 -0.307
H 2.747 -1.975 0.490
H 1.667 -2.504 -0.417
O -3.412 2.181 1.052
H -3.566 2.333 0.095
H -4.208 1.749 1.392
O -1.033 2.040 2.329
H -1.890 2.053 1.846
H -1.220 2.553 3.121
O 2.693 0.327 0.738
H 2.211 1.179 0.764
H 3.088 0.267 -0.156
*
```

In elementary charge units, the Löwdin charges are: N 0.014; C -0.267; C -0.222; N -0.079; C -0.243; C -0.246; C -0.520; S 0.769; H 0.026; H 0.043; H 0.106; H 0.106; H 0.111; H 0.112; H 0.074; H 0.098; H 0.110; H 0.108; H 0.109; H 0.043; H 0.068; H -0.152; O -0.075; H 0.005; H 0.060; O -0.059; H 0.038; H -0.010; O -0.088; H -0.016; H 0.060; O -0.082; H 0.069; H 0.008; O -0.062; H 0.035; H 0.025; O -0.067; H 0.008; H 0.068; O -0.067; H 0.009; H 0.066; O -0.100; H -0.001; H 0.009

---

The following is a quantum chemistry calculation of a 11-piece molecular cluster, C5H30NO12 overall at a distorted geometry, from the OMol25 dataset.

ORCA input file:
```
! RIJCOSX wB97M-V def2-TZVPD def2/J DEFGRID3
* xyz -1 1
C -2.623 -1.762 -0.656
C -1.734 -1.496 0.691
C -2.472 -0.285 1.470
C -3.774 -0.524 2.070
N -0.467 -1.022 0.224
C 0.845 -1.601 0.364
O 1.642 -0.762 -0.194
O 1.068 -2.692 0.956
H -3.658 -1.928 -0.302
H -2.151 -2.748 -0.899
H -2.452 -1.219 -1.469
H -1.423 -2.417 1.259
H -2.715 0.573 0.713
H -1.706 0.149 2.284
H -4.034 -1.595 2.328
H -4.696 -0.153 1.550
H -3.894 -0.066 3.008
H -0.374 -0.130 -0.251
H 0.177 -3.941 -1.607
H -0.211 -2.669 -2.104
O -0.436 -3.552 -2.203
H 1.562 2.200 0.313
H 1.153 0.794 0.002
O 0.887 1.775 -0.079
H 2.283 1.057 -2.672
H 2.282 -0.542 -2.530
O 2.613 0.330 -3.115
H 3.805 -0.464 -1.585
H 3.598 -2.002 -1.302
O 4.112 -1.298 -1.792
H 1.439 -1.472 2.639
H 2.139 -2.420 3.411
O 2.092 -1.420 3.284
H -1.084 1.588 -1.003
H -0.836 2.431 -2.069
O -1.388 2.475 -1.306
H -3.254 2.692 0.247
H -4.361 2.905 -0.727
O -3.797 2.234 -0.426
H -1.163 4.005 0.586
H -0.998 2.620 0.619
O -1.283 3.300 1.259
H 2.472 1.932 2.291
H 2.794 0.478 2.606
O 2.889 1.397 2.995
H 1.086 2.286 -1.742
H 1.227 2.171 -3.308
O 0.955 2.842 -2.566
*
```

In elementary charge units, the Löwdin charges are: C -0.024; C -0.299; C -0.232; C -0.178; N 0.027; C -0.680; O -0.106; O -0.035; H 0.072; H 0.060; H 0.015; H 0.153; H 0.102; H 0.150; H 0.091; H 0.084; H 0.041; H 0.092; H 0.024; H -0.017; O -0.014; H -0.006; H 0.042; O -0.047; H -0.073; H 0.135; O -0.095; H -0.048; H 0.070; O -0.074; H -0.047; H 0.087; O -0.059; H 0.038; H -0.003; O -0.079; H 0.023; H 0.003; O -0.060; H 0.052; H -0.018; O -0.095; H 0.014; H 0.033; O -0.091; H 0.005; H 0.089; O -0.123

---

These records have energy values of -1318.1610 -1166.1401 hartree, in the order they appear.
These records have molecular weight values of 278.368 296.290 g/mol, in the order they appear.
These records have ΔE to the lowest compared entry with this formula, charge and spin values of 0.0 113.3 kcal/mol, in the order they appear.